DFT (ωB97M-V/def2-TZVPD) results for 7 unconnected molecules or ions with the total composition C8H24BN7O15.

The geometry in XYZ format:
```
55
Properties=species:S:1:pos:R:3:nbo_charge:R:1
C 5.712 -0.973 -3.120 -0.487
N 4.830 -2.151 -3.339 0.541
O 3.800 -2.222 -2.658 -0.417
O 5.197 -2.972 -4.188 -0.363
H 5.269 -0.338 -2.350 0.242
H 6.687 -1.346 -2.798 0.250
H 5.786 -0.436 -4.067 0.242
C -3.682 0.237 2.257 -0.499
N -5.105 -0.015 1.905 0.527
O -5.888 0.937 1.997 -0.371
O -5.396 -1.162 1.546 -0.396
H -3.571 1.282 2.553 0.253
H -3.424 -0.428 3.084 0.225
H -3.080 0.021 1.372 0.248
C -3.256 -2.176 6.157 -0.484
N -4.215 -1.245 5.503 0.518
O -3.806 -0.110 5.232 -0.382
O -5.351 -1.680 5.281 -0.355
H -2.301 -1.663 6.291 0.231
H -3.679 -2.461 7.122 0.240
H -3.139 -3.043 5.503 0.238
C 7.751 -4.089 -6.591 -0.486
N 8.600 -4.211 -5.376 0.523
O 8.839 -5.352 -4.964 -0.363
O 9.004 -3.157 -4.869 -0.386
H 7.469 -5.089 -6.927 0.234
H 6.866 -3.511 -6.318 0.244
H 8.340 -3.576 -7.355 0.235
C -0.143 2.340 2.486 -0.486
N -1.180 3.351 2.828 0.530
O -0.805 4.522 2.963 -0.374
O -2.339 2.941 2.952 -0.394
H 0.825 2.839 2.409 0.235
H -0.131 1.596 3.285 0.235
H -0.423 1.892 1.530 0.266
C -3.582 5.618 2.219 -0.486
N -4.309 6.841 1.785 0.521
O -4.373 7.060 0.570 -0.381
O -4.794 7.547 2.676 -0.382
H -3.210 5.095 1.335 0.225
H -2.754 5.935 2.856 0.251
H -4.289 4.992 2.768 0.244
C -1.858 -0.423 -3.189 -1.038
B -1.328 -1.006 -1.740 1.165
O -2.312 -1.013 -0.606 -0.934
N 0.046 -1.581 -1.447 -0.955
C 0.965 -0.594 -0.763 0.902
O 0.614 0.355 0.108 -0.631
O 2.424 -0.727 -1.053 -0.690
H -0.898 -0.144 -3.813 0.230
H -2.357 -1.347 -3.752 0.260
H -2.595 0.487 -3.110 0.278
H -2.453 -2.012 -0.447 0.500
H 0.477 -1.962 -2.341 0.409
H 2.527 -1.670 -1.392 0.501
```

As for the charge: 0. Its structure (SMILES) is C[N+](=O)[O-].C[N+](=O)[O-].C[N+](=O)[O-].C[N+](=O)[O-].C[N+](=O)[O-].C[N+](=O)[O-].CB(O)NC(=O)O. For the lowest unoccupied orbital energy, the calculation gives -0.992 eV.

***

DFT (ωB97M-V/def2-TZVPD) results for 5 unconnected molecules or ions with the total composition C8H16BCl8F3O5S.

The geometry in XYZ format:
```
42
Properties=species:S:1:pos:R:3:nbo_charge:R:1
C 2.260 -1.246 -0.690 -1.048
B 2.704 0.254 -0.658 1.235
O 3.220 0.849 0.469 -0.952
O 2.635 1.022 -1.863 -0.924
S 1.300 1.853 -2.200 1.795
O 0.561 1.097 -3.183 -0.923
O 0.643 1.541 -0.702 -0.754
C -0.782 1.667 -0.592 -0.107
C -1.439 0.299 -0.353 -0.022
O -2.329 0.446 0.743 -0.705
C -2.236 -0.234 -1.549 0.954
F -3.107 -1.172 -1.141 -0.328
F -2.936 0.709 -2.177 -0.317
F -1.438 -0.829 -2.442 -0.320
H 1.314 -1.312 -1.243 0.243
H 2.109 -1.648 0.313 0.235
H 2.961 -1.872 -1.252 0.259
H 2.547 1.205 1.062 0.519
H -1.208 2.226 -1.427 0.216
H -0.974 2.235 0.314 0.227
H -0.650 -0.424 -0.132 0.211
H -2.338 -0.380 1.239 0.488
C -2.875 -3.582 -4.087 -0.392
Cl -2.539 -4.749 -2.802 -0.030
Cl -4.461 -3.839 -4.827 -0.028
H -2.851 -2.588 -3.659 0.228
H -2.117 -3.690 -4.853 0.222
C 2.334 6.025 -1.285 -0.394
Cl 2.785 4.350 -0.961 -0.020
Cl 0.950 6.136 -2.384 -0.027
H 2.065 6.498 -0.349 0.221
H 3.178 6.526 -1.743 0.223
C 0.034 0.847 3.627 -0.393
Cl 0.256 -0.852 3.198 -0.019
Cl 0.421 1.909 2.266 -0.029
H -1.006 1.003 3.890 0.228
H 0.684 1.090 4.458 0.227
C 0.118 -4.344 5.513 -0.394
Cl -1.425 -3.482 5.489 -0.025
Cl 0.961 -4.266 3.962 -0.022
H 0.750 -3.894 6.268 0.222
H -0.077 -5.385 5.742 0.224
```

As for the charge: 0. For the lowest unoccupied orbital energy, the calculation gives 0.220 eV.

***

DFT (ωB97M-V/def2-TZVPD) results for a single C14H9F3N2O2 molecule.

The geometry in XYZ format:
```
30
Properties=species:S:1:pos:R:3:nbo_charge:R:1
O 1.133 -3.162 2.123 -0.419
C 1.470 -2.031 1.645 0.368
C 0.404 -1.109 1.363 -0.233
C 0.729 0.178 0.999 0.172
C -0.364 1.081 0.328 -0.122
C -1.391 0.369 -0.541 -0.015
C -0.755 -0.340 -1.572 -0.189
C -1.491 -1.275 -2.341 -0.193
C -2.892 -1.248 -2.322 -0.090
C -3.633 -2.301 -3.135 0.969
F -2.981 -2.369 -4.391 -0.358
F -4.887 -2.098 -3.524 -0.303
F -3.528 -3.523 -2.553 -0.316
C -3.524 -0.400 -1.349 -0.189
C -2.751 0.303 -0.411 -0.217
C -0.874 2.228 1.233 -0.419
C 0.007 2.527 -0.062 -0.406
N 2.111 0.644 0.924 -0.099
N 3.088 -0.144 1.321 -0.163
C 2.863 -1.508 1.612 0.485
O 3.822 -2.240 2.016 -0.374
H -0.572 -1.459 1.240 0.246
H 0.315 -0.303 -1.693 0.217
H -0.828 -1.996 -2.919 0.245
H -4.579 -0.327 -1.234 0.230
H -3.153 0.825 0.505 0.230
H -1.899 2.691 1.192 0.234
H -0.355 2.439 2.154 0.226
H 1.124 2.756 0.011 0.250
H -0.570 3.023 -0.862 0.233
```

As for the charge: 0. Its structure (SMILES) is O=C1C=C(C2(c3ccc(C(F)(F)F)cc3)CC2)N=NC1=O. For the lowest unoccupied orbital energy, the calculation gives -3.242 eV.

***

DFT (ωB97M-V/def2-TZVPD) results for a single C3H3FO molecule.

The geometry in XYZ format:
```
8
Properties=species:S:1:pos:R:3:nbo_charge:R:1
C 0.426 -1.381 0.658 0.544
C 0.209 -0.223 -0.317 -0.562
C 0.175 0.779 0.627 0.130
O 0.403 -1.769 1.767 -0.460
F 1.259 1.097 1.294 -0.323
H 0.993 -0.439 -1.049 0.257
H -0.724 -0.533 -0.672 0.270
H -0.706 0.710 1.241 0.143
```

As for the charge: 0. For the lowest unoccupied orbital energy (alpha / beta), the calculation gives 0.444 / 0.410 eV.

***

DFT (ωB97M-V/def2-TZVPD) results for a single C4H8N4O molecule.

The geometry in XYZ format:
```
17
Properties=species:S:1:pos:R:3:nbo_charge:R:1
H -1.821 -2.393 1.988 0.356
N -2.141 -1.260 2.395 -0.637
C -1.706 -0.388 1.614 0.235
N -0.722 -0.904 0.604 -0.631
C -0.121 -0.031 -0.156 0.699
O -0.623 1.092 -0.553 -0.468
C 0.217 1.753 -1.429 -0.073
C 1.487 1.031 -1.306 -0.268
N 1.118 -0.270 -0.837 -0.289
N 1.975 -1.228 -0.130 -0.654
H -1.867 0.893 1.550 0.182
H -0.248 1.904 -2.473 0.195
H 0.261 2.856 -1.069 0.195
H 2.122 1.737 -0.620 0.170
H 2.174 0.877 -2.082 0.228
H 1.941 -0.964 0.927 0.366
H 1.541 -2.206 -0.373 0.393
```

As for the charge: 0. Its structure (SMILES) is [H]/N=C\N=C1/OCCN1N. For the lowest unoccupied orbital energy, the calculation gives 0.640 eV.

***

DFT (ωB97M-V/def2-TZVPD) results for 3 unconnected molecules or ions with the total composition C5H13NO2.

The geometry in XYZ format:
```
21
Properties=species:S:1:pos:R:3:lowdin_spin:R:1
C -1.241 1.554 -1.587 0.065
N 1.551 0.907 -0.788 0.298
C 0.493 0.130 -0.378 0.176
C -0.746 0.438 -0.797 0.374
C 0.645 -2.200 -0.654 0.003
C 0.975 -1.208 0.174 0.008
H -1.220 2.490 -1.001 0.030
H -2.147 1.466 -2.191 0.002
H -0.515 1.948 -2.334 0.011
H 1.391 1.672 -1.409 0.008
H 2.486 0.603 -0.933 0.010
H -1.590 -0.203 -0.375 0.008
H 0.389 -2.222 -1.739 0.003
H 0.716 -3.262 -0.448 0.001
H 1.563 -1.154 1.088 0.001
H -0.593 -1.978 1.677 0.000
H -2.160 -2.516 1.891 0.000
O -1.338 -2.050 2.242 0.001
H -0.187 2.079 2.933 0.000
H 0.943 1.313 2.274 0.000
O 0.587 2.194 2.356 0.002
```

As for the charge: +1. As for the spin multiplicity: 2. Its expectation value of S² is 0.76. For the lowest unoccupied orbital energy (alpha / beta), the calculation gives -3.915 / -7.312 eV.